# 1
Computed, not measured: an isolated ion of composition C3HNO2PS and charge -1 at a distorted geometry, with ωB97M-V with the def2-TZVPD basis set.

Structure (ORCA input):
```
! wB97M-V def2-TZVPD RIJCOSX def2/J DEFGRID3
* xyz -1 1
C -1.040 0.650 -0.001
C 0.045 -0.163 -0.019
C 0.297 -1.682 0.002
N 0.921 2.349 -0.022
O -0.641 -2.455 -0.143
O 1.523 -1.877 0.160
P -0.649 2.383 0.006
S 1.595 0.521 -0.011
H -2.051 0.274 0.027
*
```

Summary:
**Energy above the lowest of the compared OMol25 structures with the same formula, charge and spin**: 0.0907 eV
**SMILES**: O=C([O-])c1cpns1
**Energy**: -28837.2770 eV
**Orbital gap**: 8.53 eV

# 2
Computed, not measured: a 2-piece molecular cluster, C4H9NO2 overall, with ωB97M-V with the def2-TZVPD basis set.

Structure (ORCA input):
```
! wB97M-V def2-TZVPD RIJCOSX def2/J DEFGRID3
* xyz 0 1
C -1.074 1.109 -0.463
C -1.108 0.166 0.717
C -1.673 -1.177 0.551
O -0.294 -1.009 0.819
N 1.798 0.765 0.191
C 2.367 -0.145 -0.488
O 1.915 -1.393 -0.581
H -0.463 1.995 -0.276
H -2.111 1.421 -0.646
H -0.696 0.624 -1.367
H -1.195 0.649 1.689
H -2.258 -1.650 1.335
H -1.874 -1.523 -0.464
H 1.082 -1.441 -0.054
H 2.300 1.644 0.115
H 3.282 -0.036 -1.076
*
```

Summary:
**Energy above the lowest of the compared OMol25 structures with the same formula, charge and spin**: 2.5412 eV
**SMILES**: C[C@H]1CO1.[H]/N=C/O
**Energy**: -9877.5194 eV
**Orbital gap**: 10.99 eV

no.,E_HOMO (eV)
1,-5.01
2,-9.93